(1)
ORCA calculation (wB97M-V/def2-TZVPD) on a cluster of 2 separate species, C25H20Cl2NO4S in total.

Summary:
* F_max: 2.9 eV Å⁻¹
* highest occupied orbital energy: -0.1444 hartree
* E: -2638.91015 Eh
* charge: -1

Cartesian coordinates (Å):
Cl (0.349, 2.128, 2.427)
Cl (7.674, 2.868, 4.811)
S (2.746, 0.464, 1.671)
O (2.612, 1.276, 0.482)
O (1.317, -2.463, -2.585)
O (-0.113, -3.112, -4.260)
O (3.017, -0.957, 1.610)
N (-0.634, -0.485, -2.850)
C (-1.772, -0.250, 1.710)
C (-4.122, -0.580, 3.187)
C (-1.958, -0.558, -3.270)
C (-1.813, -1.159, 2.778)
C (-0.974, 0.120, -0.565)
C (-2.828, 0.673, 1.587)
C (-0.161, -0.242, -1.619)
C (-2.994, -1.347, 3.496)
C (5.543, 3.054, 3.179)
C (-0.622, -0.630, -5.226)
C (-2.015, -0.660, -4.681)
C (-4.352, -0.795, -3.172)
C (4.469, 2.495, 2.466)
C (5.962, 0.883, 4.200)
C (-0.713, -0.258, 0.747)
C (6.302, 2.233, 4.028)
C (4.884, 0.349, 3.476)
C (0.258, -0.824, -3.962)
C (-3.116, -0.736, -2.516)
C (-3.231, -0.840, -5.331)
C (1.342, 0.748, 2.702)
C (4.169, 1.137, 2.575)
C (-4.410, -0.835, -4.566)
C (0.555, -2.347, -3.560)
C (-4.041, 0.451, 2.249)
H (-3.236, -0.995, -6.416)
H (-2.705, 1.535, 0.943)
H (-3.022, -2.080, 4.302)
H (-4.897, 1.099, 2.064)
H (1.777, 0.701, 3.714)
H (-5.380, -0.891, -5.066)
H (5.793, 4.112, 3.071)
H (-1.864, 0.714, -0.811)
H (-5.264, -0.825, -2.579)
H (1.196, -0.265, -3.908)
H (-5.020, -0.678, 3.798)
H (-3.045, -0.847, -1.444)
H (0.895, -0.462, -1.476)
H (-0.917, -1.731, 2.986)
H (0.165, -0.848, 0.916)
H (3.854, 3.135, 1.832)
H (-0.419, -1.387, -5.987)
H (-0.378, 0.347, -5.666)
H (4.599, -0.692, 3.626)
H (6.539, 0.258, 4.884)


(2)
ORCA calculation (wB97M-V/def2-TZVPD) on a structure of composition C25H20Cl3CrN6O4S2.

Summary:
* F_max: 0.2 eV Å⁻¹
* spin multiplicity: 2
* <S²>: 0.76
* highest occupied orbital energy (spin up / spin down): -0.3016 / -0.3013 hartree
* E: -4815.71654 Eh
* energy relative to the best compared isomer or geometry (same formula, charge and spin): 0.00 kJ/mol

Cartesian coordinates (Å):
Cr (-0.197, -1.243, 0.914)
Cl (1.904, 0.290, -4.700)
Cl (-1.822, -2.390, 2.159)
Cl (2.414, -2.584, -4.635)
S (3.144, 1.374, -0.677)
S (2.966, -4.439, 2.034)
O (-0.533, -0.582, -3.008)
O (-1.155, -2.113, -0.702)
O (0.323, -0.247, 2.331)
O (-0.477, -2.459, -4.230)
N (-1.380, 1.422, 0.674)
N (0.277, -4.655, 2.015)
N (-1.420, 0.208, 0.379)
N (1.390, -0.440, -0.195)
N (1.285, -2.693, 1.209)
N (0.601, 1.294, -1.583)
C (1.546, 0.709, -0.846)
C (1.452, 3.010, 3.302)
C (2.592, -0.852, 0.377)
C (-3.233, -1.940, -1.963)
C (0.146, 6.093, 1.675)
C (1.348, -3.897, 1.746)
C (-0.977, -3.457, -1.191)
C (-0.973, 4.177, 0.723)
C (-0.385, 1.883, 1.509)
C (0.023, -1.466, -3.717)
C (0.700, 3.876, 2.455)
C (0.398, 1.068, 2.330)
C (3.624, 0.001, 0.255)
C (-2.475, -0.199, -0.483)
C (0.875, 5.275, 2.495)
C (-2.306, -1.448, -1.068)
C (1.302, 1.665, 3.254)
C (-4.532, 0.079, -1.659)
C (-0.785, 5.533, 0.783)
C (1.565, -1.249, -3.852)
C (-0.236, 3.315, 1.564)
C (-3.589, 0.569, -0.774)
C (-4.347, -1.165, -2.250)
C (3.578, -2.957, 1.384)
C (2.557, -2.165, 1.012)
H (-1.683, 3.750, 0.030)
H (-0.952, -3.441, -2.279)
H (1.865, 1.000, 3.895)
H (-0.025, -3.793, -0.795)
H (1.598, 5.689, 3.187)
H (1.994, -1.144, -2.860)
H (0.886, 2.140, -2.053)
H (2.157, 3.452, 3.997)
H (0.053, 0.617, -2.203)
H (-1.359, 6.181, 0.133)
H (4.620, -0.093, 0.652)
H (-3.079, -2.881, -2.466)
H (0.402, -5.483, 2.572)
H (-5.410, 0.665, -1.892)
H (4.636, -2.783, 1.286)
H (-5.076, -1.539, -2.956)
H (-1.783, -4.083, -0.806)
H (-3.703, 1.533, -0.298)
H (0.285, 7.165, 1.709)
H (-0.611, -4.151, 2.103)


(3)
ORCA calculation (wB97M-V/def2-TZVPD) on a structure of composition C25H20ClMnN6O4.

Summary:
* F_max: 0.6 eV Å⁻¹
* spin multiplicity: 6
* <S²>: 8.75
* highest occupied orbital energy (spin up / spin down): -0.4442 / -0.4466 hartree
* E: -3205.25632 Eh
* charge: +1
* energy relative to the best compared isomer or geometry (same formula, charge and spin): 4.06 kJ/mol

Cartesian coordinates (Å):
Mn (-0.570, 0.463, 0.285)
Cl (0.214, -5.121, 2.330)
O (-1.121, 0.900, 2.162)
O (-1.502, -2.156, 5.468)
O (-0.872, -4.218, 4.966)
O (-1.756, 0.110, 4.149)
N (-2.498, -0.027, -0.671)
N (0.032, -2.755, 1.152)
N (1.552, 0.463, -0.106)
N (-1.264, 2.287, -0.893)
N (-2.312, 2.204, -1.549)
N (-0.372, -1.485, 1.336)
C (0.037, -2.904, -1.271)
C (-4.284, 0.899, -1.940)
C (-0.528, 3.514, -0.997)
C (1.990, -3.692, -2.429)
C (4.725, 1.854, -0.022)
C (2.697, 0.440, -0.129)
C (1.983, -3.608, -0.024)
C (-0.810, -1.396, 2.585)
C (-4.501, -1.278, -0.993)
C (-1.046, -3.075, 4.640)
C (-3.032, 0.964, -1.378)
C (-3.221, -1.123, -0.474)
C (0.697, -3.189, -2.457)
C (0.689, -3.114, -0.067)
C (2.629, -3.905, -1.215)
C (0.359, 3.778, 0.038)
C (-0.681, 4.407, -2.056)
C (-5.038, -0.253, -1.743)
C (4.155, 0.438, -0.161)
C (-0.700, -2.637, 3.246)
C (0.064, 5.568, -2.064)
C (1.089, 4.955, 0.031)
C (-1.272, -0.023, 3.037)
C (-0.163, -3.476, 2.280)
C (0.945, 5.845, -1.022)
H (4.380, 2.494, -0.831)
H (0.194, -3.034, -3.402)
H (-6.030, -0.339, -2.163)
H (4.435, 2.299, 0.928)
H (-1.368, 4.178, -2.858)
H (4.456, -0.026, -1.102)
H (-1.521, -1.244, 5.069)
H (2.472, -3.765, 0.929)
H (3.633, -4.307, -1.193)
H (-4.650, 1.746, -2.503)
H (-2.760, -1.899, 0.126)
H (0.436, 3.087, 0.872)
H (5.811, 1.804, -0.060)
H (1.519, 6.762, -1.033)
H (4.496, -0.211, 0.647)
H (2.497, -3.927, -3.355)
H (-5.054, -2.186, -0.803)
H (1.760, 5.182, 0.848)
H (-0.039, 6.266, -2.883)
H (-0.981, -2.535, -1.279)


Repeat the third record exactly.
ORCA calculation (wB97M-V/def2-TZVPD) on a structure of composition C25H20ClMnN6O4.

Summary:
* F_max: 0.6 eV Å⁻¹
* spin multiplicity: 6
* <S²>: 8.75
* highest occupied orbital energy (spin up / spin down): -0.4442 / -0.4466 hartree
* E: -3205.25632 Eh
* charge: +1
* energy relative to the best compared isomer or geometry (same formula, charge and spin): 4.06 kJ/mol

Cartesian coordinates (Å):
Mn (-0.570, 0.463, 0.285)
Cl (0.214, -5.121, 2.330)
O (-1.121, 0.900, 2.162)
O (-1.502, -2.156, 5.468)
O (-0.872, -4.218, 4.966)
O (-1.756, 0.110, 4.149)
N (-2.498, -0.027, -0.671)
N (0.032, -2.755, 1.152)
N (1.552, 0.463, -0.106)
N (-1.264, 2.287, -0.893)
N (-2.312, 2.204, -1.549)
N (-0.372, -1.485, 1.336)
C (0.037, -2.904, -1.271)
C (-4.284, 0.899, -1.940)
C (-0.528, 3.514, -0.997)
C (1.990, -3.692, -2.429)
C (4.725, 1.854, -0.022)
C (2.697, 0.440, -0.129)
C (1.983, -3.608, -0.024)
C (-0.810, -1.396, 2.585)
C (-4.501, -1.278, -0.993)
C (-1.046, -3.075, 4.640)
C (-3.032, 0.964, -1.378)
C (-3.221, -1.123, -0.474)
C (0.697, -3.189, -2.457)
C (0.689, -3.114, -0.067)
C (2.629, -3.905, -1.215)
C (0.359, 3.778, 0.038)
C (-0.681, 4.407, -2.056)
C (-5.038, -0.253, -1.743)
C (4.155, 0.438, -0.161)
C (-0.700, -2.637, 3.246)
C (0.064, 5.568, -2.064)
C (1.089, 4.955, 0.031)
C (-1.272, -0.023, 3.037)
C (-0.163, -3.476, 2.280)
C (0.945, 5.845, -1.022)
H (4.380, 2.494, -0.831)
H (0.194, -3.034, -3.402)
H (-6.030, -0.339, -2.163)
H (4.435, 2.299, 0.928)
H (-1.368, 4.178, -2.858)
H (4.456, -0.026, -1.102)
H (-1.521, -1.244, 5.069)
H (2.472, -3.765, 0.929)
H (3.633, -4.307, -1.193)
H (-4.650, 1.746, -2.503)
H (-2.760, -1.899, 0.126)
H (0.436, 3.087, 0.872)
H (5.811, 1.804, -0.060)
H (1.519, 6.762, -1.033)
H (4.496, -0.211, 0.647)
H (2.497, -3.927, -3.355)
H (-5.054, -2.186, -0.803)
H (1.760, 5.182, 0.848)
H (-0.039, 6.266, -2.883)
H (-0.981, -2.535, -1.279)